1.
Formula: C5H12O
Source: the OMol25 dataset
Level of theory: the ωB97M-V functional and the def2-TZVPD basis

ΔE to the lowest compared entry with this formula, charge and spin in kcal per mole: 13.0
HOMO energy in eV: -9.708
E_tot in eV: -7426.7464
HOMO-LUMO gap in eV: 10.9
2S+1: 1

Last column: Mulliken charge in e.
CARTESIAN COORDINATES (ANGSTROEM)
C: -1.552 -2.493 -0.524  -1.197
C: -1.181 -1.044 -0.821  -0.233
C: -0.233 -0.472 0.219  -0.530
O: 0.242 0.768 -0.243  -0.299
C: 1.107 1.418 0.661  -0.255
C: 2.065 2.281 -0.140  -1.165
H: -2.239 -2.890 -1.278  0.349
H: -2.037 -2.592 0.454  0.311
H: -0.661 -3.133 -0.519  0.322
H: -2.078 -0.415 -0.870  0.260
H: -0.690 -0.970 -1.799  0.272
H: -0.745 -0.366 1.192  0.285
H: 0.617 -1.161 0.376  0.328
H: 1.674 0.678 1.249  0.323
H: 0.527 2.026 1.375  0.276
H: 2.759 2.812 0.520  0.376
H: 1.513 3.013 -0.737  0.287
H: 2.642 1.649 -0.823  0.290

2.
Formula: C18H31Cl2CoN4O4
Source: the OMol25 dataset
Level of theory: the ωB97M-V functional and the def2-TZVPD basis

Net charge: -1
HOMO energy (alpha / beta) in eV: -1.326 / -2.444
E_tot in eV: -95992.1710
HOMO-LUMO gap (alpha / beta) in eV: 4.0 / 5.1
2S+1: 4

Last column: Mulliken spin population.
CARTESIAN COORDINATES (ANGSTROEM)
O: 0.076 0.982 -2.812  -0.007
C: -0.453 0.798 -3.909  0.004
C: -0.124 1.627 -5.102  0.003
C: 1.044 2.407 -5.026  0.000
H: 1.762 2.215 -4.218  0.000
C: 1.243 3.425 -5.960  0.000
H: 2.140 4.045 -5.871  0.000
C: 0.299 3.647 -6.982  0.000
H: 0.451 4.485 -7.672  0.000
C: -0.799 2.779 -7.116  0.000
H: -1.493 2.922 -7.943  0.000
C: -1.008 1.755 -6.186  0.000
H: -1.837 1.047 -6.254  0.000
H: -1.236 0.037 -4.129  -0.001
C: -2.447 2.036 0.508  0.025
C: -1.982 0.848 1.265  0.191
H: -3.308 2.543 0.994  -0.013
H: -2.729 1.754 -0.524  0.002
H: -1.631 2.772 0.411  0.001
C: -2.524 0.297 2.350  -0.046
C: -3.592 0.918 3.224  0.024
H: -2.130 -0.643 2.744  0.022
H: -4.089 1.739 2.694  -0.005
H: -3.194 1.313 4.181  0.001
H: -4.355 0.163 3.485  -0.004
Co: -0.151 -0.101 0.860  2.599
Cl: 1.070 1.700 1.094  0.054
Cl: -1.062 -0.546 -0.981  0.118
H: 3.877 0.215 -1.827  0.000
H: 5.446 1.073 -0.053  0.000
C: 3.049 0.224 -1.105  -0.001
C: 4.586 1.102 0.629  0.000
N: 3.611 0.097 0.238  0.004
H: 2.372 -0.608 -1.287  0.005
C: 3.011 -0.676 1.160  0.008
O: 2.048 -1.432 0.929  0.012
H: 4.922 0.874 1.653  0.000
H: 3.420 -0.555 2.188  -0.001
H: 2.504 1.171 -1.211  0.001
H: 4.156 2.115 0.604  0.000
H: -1.354 -5.043 2.948  0.000
H: -0.258 -5.976 0.725  0.000
C: -1.765 -4.218 2.354  0.002
C: -0.750 -5.132 0.236  0.000
N: -0.942 -4.029 1.161  0.001
H: -1.759 -3.296 2.948  0.001
C: -0.502 -2.824 0.821  -0.017
O: -0.755 -1.814 1.531  0.003
H: -0.103 -4.757 -0.569  0.000
H: 0.090 -2.754 -0.106  0.011
H: -2.798 -4.471 2.073  0.000
H: -1.702 -5.455 -0.201  0.000
N: 0.171 -1.230 5.515  0.000
C: 0.198 -0.181 4.608  0.000
N: -0.213 1.024 5.155  0.000
O: 0.450 -0.334 3.409  0.003
H: 0.375 -0.997 6.490  0.000
H: 0.643 -2.063 5.183  0.000
H: -0.035 1.819 4.547  0.000
H: 0.066 1.169 6.131  0.000

3.
Formula: C12H28N6O6PtS
Source: the OMol25 dataset
Level of theory: the ωB97M-V functional and the def2-TZVPD basis

ΔE to the lowest compared entry with this formula, charge and spin in kcal per mole: 0.0
HOMO energy (alpha / beta) in eV: -4.844 / -7.022
E_tot in eV: -48197.2353
HOMO-LUMO gap (alpha / beta) in eV: 5.1 / 7.2
2S+1: 3

Last column: Mulliken spin population.
CARTESIAN COORDINATES (ANGSTROEM)
O: -0.100 -0.048 -4.622  -0.001
H: -0.248 0.062 -5.578  0.000
Pt: 0.202 -0.044 -1.363  -0.043
N: 0.395 1.688 -0.384  -0.112
N: 1.718 0.766 -2.357  0.203
N: -1.264 -0.952 -0.363  0.211
N: 0.260 -1.844 -2.182  0.267
O: 0.140 1.752 0.977  0.143
O: -1.980 -0.465 0.713  0.012
O: 1.120 -2.237 -3.141  0.052
O: 2.400 0.133 -3.236  0.221
C: 2.034 2.042 -1.990  -0.078
C: 1.338 2.537 -0.860  0.159
C: -1.385 -2.262 -0.598  0.239
C: -0.574 -2.753 -1.666  0.090
C: 1.651 3.759 -0.077  0.006
H: 2.304 3.550 0.782  0.015
H: 0.737 4.230 0.303  0.003
H: 2.168 4.485 -0.710  0.006
C: 3.153 2.686 -2.717  0.014
H: 2.914 2.823 -3.779  -0.008
H: 4.072 2.088 -2.667  -0.006
H: 3.364 3.667 -2.291  0.000
C: -2.242 -3.134 0.254  -0.024
C: -0.572 -4.139 -2.190  -0.003
H: -2.908 -2.561 0.907  0.007
H: -1.631 -3.791 0.891  0.015
H: -2.844 -3.782 -0.391  0.007
H: 0.146 -4.197 -3.009  0.003
H: -1.563 -4.445 -2.547  0.002
H: -0.292 -4.850 -1.404  0.004
H: -2.431 0.394 0.475  0.003
H: 1.679 -1.400 -3.334  0.000
C: -1.065 0.766 -3.916  -0.010
H: -0.640 1.756 -3.691  -0.001
H: -1.335 0.259 -2.961  0.000
H: -1.968 0.904 -4.534  0.001
O: -3.706 1.757 0.545  0.000
H: -4.372 1.565 -0.135  0.001
H: -3.254 2.552 0.211  0.001
C: 1.469 -1.185 5.305  0.002
N: 1.178 -0.990 3.875  0.058
C: 0.615 0.104 3.328  -0.133
S: 1.259 0.537 1.790  0.662
N: -0.378 0.791 3.880  0.001
C: -1.173 0.342 5.015  0.000
H: 1.014 -0.404 5.917  0.001
H: 2.558 -1.172 5.449  -0.005
H: 1.097 -2.167 5.616  0.004
H: 1.831 -1.442 3.234  0.007
H: -0.729 1.562 3.313  0.003
H: -0.773 0.749 5.948  0.000
H: -2.197 0.710 4.891  0.000
H: -1.192 -0.752 5.075  0.000

4.
Formula: C5H8O
Source: the OMol25 dataset
Level of theory: the ωB97M-V functional and the def2-TZVPD basis

ΔE to the lowest compared entry with this formula, charge and spin in kcal per mole: 63.9
HOMO energy in eV: -9.239
E_tot in eV: -7359.4851
HOMO-LUMO gap in eV: 10.2
2S+1: 1

Last column: Mulliken charge in e.
CARTESIAN COORDINATES (ANGSTROEM)
O: -1.418 1.820 0.209  -0.550
C: -0.746 0.614 0.450  0.225
C: -1.078 -0.588 -0.423  -0.733
C: 0.299 -1.122 -0.042  -0.149
C: 1.434 -0.406 -0.657  -0.565
C: 0.748 0.383 0.403  -0.484
H: -0.806 2.554 0.318  0.334
H: -0.892 0.288 1.487  0.187
H: -1.213 -0.321 -1.478  0.262
H: -1.937 -1.172 -0.087  0.262
H: 0.379 -2.059 0.503  0.330
H: 1.523 -0.139 -1.704  0.251
H: 2.362 -0.785 -0.220  0.238
H: 1.338 0.890 1.173  0.393

5.
Formula: C3H5NO2
Source: the OMol25 dataset
Level of theory: the ωB97M-V functional and the def2-TZVPD basis

ΔE to the lowest compared entry with this formula, charge and spin in kcal per mole: 153.2
HOMO energy in eV: -9.585
E_tot in eV: -8771.0509
HOMO-LUMO gap in eV: 10.3
2S+1: 1

Last column: Mulliken charge in e.
CARTESIAN COORDINATES (ANGSTROEM)
C: 1.023 0.524 -0.234  -0.399
C: -0.617 0.765 -0.086  -0.520
C: -0.776 -1.137 0.505  0.040
O: 0.489 -1.721 -0.320  -0.230
O: 1.228 -0.663 -0.895  -0.212
N: -1.661 -0.276 0.405  -0.336
H: -0.846 -1.944 1.229  0.398
H: 1.416 0.497 0.788  0.301
H: 1.457 1.307 -0.857  0.325
H: -0.769 1.634 0.559  0.315
H: -0.945 1.014 -1.095  0.317

6.
Formula: C9H7N
Source: the OMol25 dataset
Level of theory: the ωB97M-V functional and the def2-TZVPD basis

ΔE to the lowest compared entry with this formula, charge and spin in kcal per mole: 266.0
HOMO energy in eV: -8.687
E_tot in eV: -10923.9001
HOMO-LUMO gap in eV: 8.4
2S+1: 1

Last column: Mulliken charge in e.
CARTESIAN COORDINATES (ANGSTROEM)
C: -2.798 0.645 -0.685  0.091
C: -3.997 0.118 0.106  -0.343
C: 3.201 0.874 -0.328  -0.268
C: 3.295 -0.527 -0.427  -0.335
C: 2.430 0.095 0.776  -0.007
C: -1.589 -1.241 0.041  -0.809
C: -2.903 -0.793 -0.301  0.317
C: 1.957 -1.020 0.125  -0.483
C: -1.093 0.025 -0.181  0.504
N: -1.567 1.159 -0.533  -0.601
H: -4.140 0.206 1.249  0.210
H: -4.882 0.396 -0.456  0.255
H: 4.037 1.527 0.064  0.237
H: 2.430 1.470 -0.832  0.220
H: 4.138 -1.162 -0.458  0.291
H: 2.522 0.407 1.797  0.330
H: -1.040 -2.179 0.043  0.391